# 1
DFT (wB97M-V/def2-TZVPD) results for 9 unconnected molecules or ions with the total composition C4H26N2O10.

```
! RIJCOSX wB97M-V def2-TZVPD def2/J DEFGRID3
* xyz 0 1
O 0.73 2.18 -0.71
C 0.01 1.35 -0.17
N -1.01 1.86 0.59
C -1.95 1.21 1.51
O -1.40 0.45 2.54
C 0.04 -0.17 -0.46
N -1.32 -0.63 -0.87
C -1.28 -1.03 -2.29
H -1.11 2.87 0.61
H -2.57 0.60 0.88
H -2.61 2.03 1.90
H -1.16 -0.45 2.29
H 0.45 -0.58 0.50
H 0.79 -0.66 -1.06
H -1.62 -1.50 -0.43
H -2.33 -1.12 -2.65
H -0.79 -0.21 -2.83
H -0.77 -1.98 -2.57
H 2.47 -1.10 2.46
H 1.32 -0.23 3.01
O 1.54 -1.09 2.64
H -0.56 -3.43 1.23
H -1.86 -3.27 0.52
O -1.01 -2.84 0.61
H 1.74 -3.19 -1.41
H 0.20 -3.35 -1.31
O 1.03 -3.81 -1.17
H 1.53 1.89 -2.33
H 1.03 0.86 -3.34
O 1.78 1.48 -3.21
H 3.71 1.75 -1.09
H 2.44 1.26 -0.57
O 3.34 1.55 -0.23
H 4.02 -1.75 -0.73
H 3.30 -0.58 -0.98
O 3.06 -1.52 -0.89
H -0.71 1.59 4.06
H -0.34 2.14 2.90
O 0.06 2.13 3.79
H -3.85 1.83 -0.13
H -2.94 2.83 -0.74
O -3.39 2.63 0.11
*
```

Gap between HOMO and LUMO, eV: 9.77
Energy above the lowest of the compared OMol25 structures with the same formula, charge and spin, kcal/mol: 108.4
LUMO energy, eV: -0.023
Structure (SMILES): CNCC(=O)NCO.O.O.O.O.O.O.O.O

Here are the natural (NBO) charges for atoms 1 to 2, given in e: -0.66, 0.70

# 2
DFT (wB97M-V/def2-TZVPD) results for 9 unconnected molecules or ions with the total composition C4H26NO9S.

```
! RIJCOSX wB97M-V def2-TZVPD def2/J DEFGRID3
* xyz 0 2
C -1.66 1.01 1.69
N -2.21 0.15 0.61
C -1.32 -0.92 0.25
C -1.61 -2.10 1.15
S -0.76 -3.55 0.45
C -1.69 -1.40 -1.26
O -1.83 -0.34 -2.16
H -1.11 1.91 1.42
H -2.57 1.26 2.29
H -0.95 0.39 2.25
H -2.38 0.71 -0.21
H -0.25 -0.55 0.19
H -2.72 -2.40 0.89
H -1.47 -1.96 2.27
H -0.99 -0.11 -2.68
H -0.82 -2.01 -1.62
H -2.61 -1.93 -1.41
H -0.33 2.31 -3.36
H 0.35 1.13 -2.98
O -0.29 1.30 -3.69
H 0.63 2.72 -0.33
H 1.20 3.86 -1.38
O 0.86 2.98 -1.21
H 3.39 1.46 2.39
H 3.09 1.52 0.84
O 3.54 1.89 1.57
H 2.30 -0.50 -1.85
H 0.99 0.01 -1.34
O 1.36 -0.56 -2.05
H -3.26 2.12 -1.75
H -1.78 2.37 -2.24
O -2.49 2.64 -1.67
H 2.35 -3.18 0.71
H 1.11 -3.26 1.57
O 2.12 -3.12 1.65
H 2.26 -1.45 2.61
H 1.18 -0.99 3.65
O 1.69 -0.69 2.86
H 2.53 -0.96 0.86
H 1.72 0.41 0.68
O 2.42 -0.17 0.35
*
```

Gap between HOMO and LUMO (spin up / spin down), eV: 9.30 / 6.73
<S²>: 0.753
LUMO energy (spin up / spin down), eV: 0.026 / -2.516

Here are the natural (NBO) charges for atoms 1 to 2, given in e: -0.43, -0.65

# 3
DFT (wB97M-V/def2-TZVPD) results for 9 unconnected molecules or ions with the total composition C4H26O9.

```
! RIJCOSX wB97M-V def2-TZVPD def2/J DEFGRID3
* xyz 0 1
C -1.20 15.69 -12.03
O -0.65 16.51 -11.04
H -2.28 15.86 -11.98
H -0.70 15.92 -12.97
H -0.91 14.72 -11.64
H -1.04 16.21 -10.21
C -1.16 7.27 -10.48
O -0.73 8.69 -10.38
H -2.24 7.22 -10.65
H -0.69 6.69 -11.27
H -0.83 6.67 -9.63
H -0.51 9.10 -11.22
C -0.41 21.98 -11.91
O -1.53 21.18 -12.06
H 0.27 21.99 -12.76
H -0.77 23.01 -11.90
H 0.05 21.85 -10.93
H -1.05 20.34 -12.06
C -5.18 20.52 -7.38
O -6.21 20.22 -8.28
H -4.72 21.46 -7.67
H -5.56 20.45 -6.36
H -4.40 19.80 -7.58
H -6.10 20.77 -9.06
O 0.57 12.62 -17.33
H 0.06 11.83 -17.51
H 1.08 12.40 -16.55
O 3.85 18.95 -11.38
H 4.12 19.78 -11.00
H 2.93 18.86 -11.11
O -8.00 17.78 -12.94
H -8.76 18.35 -12.90
H -7.61 17.83 -12.07
O -5.92 16.31 -16.69
H -5.79 17.24 -16.90
H -6.36 16.32 -15.84
O -2.03 15.17 -5.89
H -2.73 15.59 -5.38
H -2.36 14.29 -6.07
*
```

Gap between HOMO and LUMO, eV: 10.49
Energy above the lowest of the compared OMol25 structures with the same formula, charge and spin, kcal/mol: 114.7
LUMO energy, eV: 0.238
Structure (SMILES): CO.CO.CO.CO.O.O.O.O.O

Here are the natural (NBO) charges for atoms 1 to 2, given in e: -0.25, -0.73

# 4
DFT (wB97M-V/def2-TZVPD) results for a molecular structure, C4H27CrHfNO25S4.

```
! RIJCOSX wB97M-V def2-TZVPD def2/J DEFGRID3
* xyz -2 5
Hf -6.87 23.87 38.35
Cr -7.33 20.32 35.26
S -6.87 22.82 41.70
O -6.28 23.16 40.34
O -8.09 23.66 41.77
O -7.19 21.41 41.75
O -5.87 23.28 42.65
S -8.51 20.52 38.32
O -7.66 21.76 38.49
O -9.94 20.74 38.37
O -8.17 20.01 37.00
O -8.12 19.58 39.38
S -9.18 23.18 35.59
O -10.52 22.79 35.99
O -8.46 22.00 35.09
O -9.17 24.25 34.59
O -8.40 23.67 36.77
S -5.07 22.27 36.51
O -5.96 23.43 36.23
O -5.12 22.43 37.97
O -5.67 21.00 36.04
O -3.71 22.43 36.00
C -3.85 23.25 32.18
C -3.23 21.85 32.06
C -1.72 21.95 32.28
O -1.08 22.79 31.29
C -1.31 22.28 30.00
N -3.83 20.99 33.10
H -3.41 23.99 31.51
H -3.85 23.62 33.20
H -4.92 23.21 31.96
H -3.52 21.46 31.09
H -1.27 20.96 32.20
H -1.53 22.37 33.26
H -1.42 21.19 29.97
H -0.57 22.48 29.22
H -2.23 22.76 29.62
H -3.28 20.13 33.13
H -3.75 21.36 34.04
O -6.58 20.77 33.33
H -7.01 21.27 32.63
H -5.59 20.87 33.17
O -6.61 24.83 34.10
H -7.56 24.53 34.09
H -6.15 24.14 34.60
O -1.24 21.71 37.23
H -1.44 21.80 38.17
H -2.02 22.07 36.79
O -3.07 25.02 35.51
H -3.32 24.07 35.49
H -2.11 25.01 35.46
O -6.98 25.85 36.88
H -6.55 26.69 37.10
H -7.32 25.95 35.97
O -2.99 22.28 39.65
H -2.94 21.59 40.32
H -3.77 22.05 39.11
O -4.98 19.16 38.38
H -4.05 19.08 38.14
H -5.34 19.78 37.72
O -4.70 25.01 38.09
H -4.08 24.90 37.34
H -4.14 25.21 38.86
*
```

Gap between HOMO and LUMO (spin up / spin down), eV: 5.54 / 5.52
<S²>: 6.008
LUMO energy (spin up / spin down), eV: 3.255 / 3.233

Here are the natural (NBO) charges for atoms 1 to 2, given in e: 2.74, 1.46

# 5
DFT (wB97M-V/def2-TZVPD) results for 10 unconnected molecules or ions with the total composition C4H27NO10S.

```
! RIJCOSX wB97M-V def2-TZVPD def2/J DEFGRID3
* xyz 0 1
O 1.67 -1.88 -0.41
C 1.38 -1.41 -1.47
C 0.39 -0.26 -1.64
C -0.99 -0.87 -1.70
C -1.77 -0.68 -3.06
S -0.65 -0.91 -4.54
N 0.58 0.81 -0.61
H 1.66 -1.79 -2.50
H 0.66 0.30 -2.59
H -0.90 -1.92 -1.36
H -1.81 -0.54 -1.02
H -2.20 0.31 -3.00
H -2.51 -1.42 -3.28
H 0.38 -0.13 -4.35
H 0.19 0.59 0.28
H 1.55 1.05 -0.58
H 2.28 0.98 4.02
H 1.35 0.88 2.70
O 1.60 1.38 3.50
H 0.11 2.45 -2.04
H 0.10 3.22 -0.92
O 0.54 3.27 -1.79
H 2.75 -2.78 1.90
H 1.88 -4.06 1.64
O 2.20 -3.45 2.30
H 0.89 -1.65 2.27
H 1.22 -0.77 1.19
O 0.88 -0.68 2.12
H -2.06 -0.44 2.19
H -1.15 -0.34 1.40
O -2.07 -0.64 1.22
H -1.97 2.46 -0.75
H -3.44 2.43 -0.80
O -2.68 2.52 -1.39
H 3.15 2.44 1.28
H 2.99 2.07 -0.25
O 3.21 1.76 0.62
H -1.31 1.95 3.55
H 0.16 2.20 3.00
O -0.77 2.44 2.91
H -2.71 -3.53 1.21
H -2.36 -2.19 0.36
O -2.44 -3.15 0.38
*
```

Gap between HOMO and LUMO, eV: 9.41
Energy above the lowest of the compared OMol25 structures with the same formula, charge and spin, kcal/mol: 51.1
LUMO energy, eV: 0.027
Structure (SMILES): N[C@@H](C=O)CCS.O.O.O.O.O.O.O.O.O

Here are the natural (NBO) charges for atoms 1 to 2, given in e: -0.57, 0.47

# 6
DFT (wB97M-V/def2-TZVPD) results for 9 unconnected molecules or ions with the total composition C4H27NO9.

```
! RIJCOSX wB97M-V def2-TZVPD def2/J DEFGRID3
* xyz 0 1
C 0.91 0.70 -2.62
O 1.41 -0.57 -2.21
C -0.37 1.11 -1.96
C -0.82 2.55 -2.25
C -1.77 3.17 -1.22
N -0.25 0.82 -0.52
H 1.67 1.49 -2.61
H 0.88 0.60 -3.72
H 2.25 -0.53 -1.70
H -1.26 0.56 -2.32
H 0.02 3.23 -2.39
H -1.36 2.58 -3.19
H -1.23 3.39 -0.30
H -2.70 2.62 -1.12
H -2.08 4.13 -1.62
H -0.52 1.59 0.10
H 0.60 0.38 -0.26
H -2.20 -1.14 1.00
H -2.91 -2.39 0.64
O -2.59 -1.94 1.45
H 1.87 2.28 2.23
H 1.23 1.37 1.04
O 1.60 2.23 1.29
H 3.43 -0.67 -0.75
H 2.86 -0.31 0.72
O 2.80 -0.16 -0.26
H -2.85 0.96 2.51
H -3.26 -0.37 3.06
O -3.52 0.55 3.05
H 2.15 -1.54 2.47
H 0.84 -0.96 2.01
O 1.75 -0.68 2.20
H 0.06 -3.01 -1.62
H 0.23 -1.53 -1.04
O 0.08 -2.47 -0.80
H 1.37 -3.23 0.13
H 1.12 -3.22 1.55
O 1.85 -3.48 0.94
H -0.07 -3.03 3.33
H -1.07 -2.60 2.21
O -0.15 -2.47 2.54
*
```

Gap between HOMO and LUMO, eV: 9.42
Energy above the lowest of the compared OMol25 structures with the same formula, charge and spin, kcal/mol: 60.7
LUMO energy, eV: 0.121
Structure (SMILES): CC[C@H](N)CO.O.O.O.O.O.O.O.O

Here are the natural (NBO) charges for atoms 1 to 2, given in e: -0.08, -0.77